{
  "formula": "C4H9OP",
  "method": "ωB97M-V/def2-TZVPD",
  "symbols": ["O", "C", "C", "P", "H", "H", "H", "H", "H", "H", "H", "H", "C", "H", "C"],
  "positions_angstrom": [[2.947, -0.499, -0.646], [0.173, -0.360, 0.282], [0.761, -1.282, -0.313], [3.163, 0.831, 0.067], [-1.611, 1.239, -0.973], [2.204, 2.052, -0.317], [-1.795, -1.318, 0.647], [2.475, 0.690, 1.326], [1.160, -2.243, -0.710], [-3.014, 0.597, -0.175], [-1.545, 0.089, 1.531], [0.753, 0.514, 0.723], [-2.087, 0.343, -0.550], [-2.240, -0.299, -1.425], [-1.345, -0.355, 0.533]],
  "mulliken_charge": [-0.516, -0.258, 0.121, 0.099, 0.326, 0.042, 0.340, 0.108, 0.366, 0.345, 0.307, 0.008, -1.109, 0.327, -0.507],
  "e_homo_ev": [-7.74, -8.03],
  "lumo_energy_ev": [-1.025, -0.573],
  "orbital_gap_ha": [0.247, 0.274],
  "total_energy_ha": -574.21826
}